No. 1
The following is a quantum chemistry calculation of a molecular structure, C8H30CuN2O10S, from the Open Molecules 2025 dataset.

Total charge: -1
LUMO level, Eh: 0.0807
Kohn-Sham gap, eV: 5.87

```
52
Properties=species:S:1:pos:R:3:nbo_charge:R:1
Cu 0.83 -0.39 0.86 0.8779
S 0.17 -1.27 3.78 2.6258
O -0.24 -1.89 2.50 -1.1816
O 0.71 -2.28 4.67 -1.0697
O -2.42 -1.50 -2.73 -0.5556
O 2.76 -1.79 0.66 -0.9869
O 1.49 -3.81 1.76 -0.9927
O 1.16 -0.27 3.40 -1.1411
O -0.09 4.70 0.16 -0.5593
O 2.08 1.13 -0.62 -0.9533
O -1.01 -0.68 4.40 -1.0916
O 3.73 -0.31 3.24 -0.9921
N -1.22 1.09 1.03 -0.8574
N -0.21 -1.98 -0.76 -0.8411
C 0.84 5.54 0.88 -0.2502
C -3.53 -1.95 -3.54 -0.2492
C -2.62 2.71 -0.16 -0.6183
C -1.16 -2.07 -3.21 -0.0755
C 0.01 -1.61 -2.21 -0.0664
C 1.34 -2.16 -2.58 -0.6281
C -0.41 3.51 0.97 -0.0691
C -1.14 2.36 0.24 -0.0577
H -1.21 -3.16 -3.23 0.1596
H -1.05 -1.74 -4.24 0.1650
H -1.91 0.50 0.59 0.3638
H 1.08 6.47 0.37 0.1900
H 3.45 -1.96 0.02 0.4628
H -4.47 -1.55 -3.15 0.1951
H 2.58 -2.63 1.07 0.5112
H -1.13 -1.63 -0.55 0.3712
H 0.90 -3.08 1.95 0.5179
H 0.55 3.14 1.32 0.1810
H 2.09 -1.60 -2.02 0.2384
H 0.92 -4.51 1.44 0.4609
H 1.49 -3.17 -2.19 0.2097
H 1.76 1.90 -1.09 0.4748
H 0.44 5.81 1.86 0.1685
H -3.52 -3.03 -3.60 0.1693
H -0.34 -2.98 -0.63 0.3613
H -3.01 1.79 -0.60 0.1976
H 2.63 1.49 0.08 0.4933
H -0.64 2.26 -0.73 0.1755
H 4.07 -1.17 2.98 0.4490
H 1.72 4.95 1.12 0.1688
H 1.58 -2.09 -3.64 0.2005
H 0.10 -0.53 -2.14 0.1958
H -0.96 3.82 1.86 0.1721
H -1.60 1.19 1.95 0.4026
H -2.71 3.52 -0.88 0.2073
H -3.50 -1.54 -4.55 0.1609
H 2.78 -0.39 3.13 0.5065
H -3.17 2.87 0.77 0.2031
```

No. 2
The following is a quantum chemistry calculation of a molecular structure, C8H32B3KO4, from the Open Molecules 2025 dataset.

<S²>: 0.754
Total charge: -1
LUMO level (alpha / beta), Eh: 0.0797 / -0.0064
Kohn-Sham gap (alpha / beta), eV: 7.76 / 5.10
2S+1: 2

```
48
Properties=species:S:1:pos:R:3:nbo_charge:R:1
K -0.72 -0.03 -1.37 0.9385
O 1.97 1.35 -1.02 -0.5750
O 2.51 -1.32 2.80 -0.5449
O -0.19 3.15 -0.33 -0.5532
O -0.41 -0.94 1.98 -0.5363
C -0.79 4.22 -1.04 -0.2539
C 1.16 3.26 0.18 -0.0770
C -1.05 0.35 2.09 -0.2506
C 2.62 0.07 -1.06 -0.2659
C 0.04 -1.41 3.28 -0.1047
C 2.55 -2.74 2.41 -0.2729
C 1.47 -0.98 3.67 -0.0800
C 1.84 1.87 0.34 -0.0918
B -3.19 0.87 -3.04 -0.7399
B -3.27 -2.17 -1.59 -0.5484
B 0.46 -2.45 -2.75 -0.8207
H 1.87 -0.65 -0.74 0.1819
H 0.20 -2.49 3.25 0.1898
H 1.31 1.06 0.83 0.1866
H 2.86 1.96 0.73 0.1780
H -1.83 4.12 -1.34 0.2194
H 0.01 -2.51 -1.77 -0.0368
H 3.54 -2.95 2.01 0.1939
H -0.39 1.09 2.55 0.1593
H -3.59 -3.17 -1.85 -0.0069
H 2.45 -3.29 3.34 0.1680
H 1.86 -2.89 1.57 0.2128
H -2.18 0.92 -3.40 -0.0453
H -3.64 1.84 -2.91 -0.0259
H 1.64 -1.36 4.68 0.1541
H -0.88 5.07 -0.36 0.1479
H -0.32 4.62 -1.94 0.1755
H 1.30 -1.78 -2.60 -0.0569
H 3.49 0.10 -0.39 0.1645
H -3.78 0.20 -3.65 -0.0094
H 2.72 -0.14 -2.13 0.2304
H -2.36 -1.94 -2.11 0.1659
H -0.29 -2.07 -3.43 -0.0163
H -1.88 0.36 2.80 0.1728
H 1.44 0.11 3.77 0.1783
H -1.33 0.74 1.11 0.1924
H 1.84 3.99 -0.26 0.1867
H -2.94 -2.16 -0.56 -0.0174
H -3.94 -1.38 -1.89 0.1863
H -0.73 -1.28 4.04 0.1791
H 1.08 3.78 1.14 0.1621
H 0.77 -3.47 -2.95 -0.0097
H -3.28 0.44 -2.06 0.0156
```

No. 3
The following is a quantum chemistry calculation of a molecular structure, C8H32BF4O8, from the Open Molecules 2025 dataset.

Total charge: -1
LUMO level, Eh: 0.1093
Kohn-Sham gap, eV: 8.89
Energy relative to the best compared isomer or geometry (same formula, charge and spin), kcal/mol: 570.49

```
53
Properties=species:S:1:pos:R:3:nbo_charge:R:1
F 1.18 0.04 0.87 -0.5673
F 1.06 1.45 -0.86 -0.4662
F 0.38 -0.69 -1.24 -0.5119
F -0.86 0.67 0.06 -0.4446
O 2.87 -2.22 2.65 -0.7615
O -3.58 0.36 -0.61 -0.7839
O 2.69 1.69 0.25 -0.7566
O -1.56 0.25 -1.90 -0.7435
O -1.60 -2.63 1.46 -0.7463
O -0.51 1.44 1.72 -0.7951
O -1.46 3.31 0.79 -0.7719
O -0.67 -1.71 -2.35 -0.7775
C 2.22 -1.21 1.87 -0.1931
C -0.49 0.29 2.61 -0.2533
C -0.97 1.24 -2.74 -0.2818
C 3.51 0.73 -0.23 -0.2349
C -1.28 2.64 -0.47 -0.3096
C -0.32 -2.38 0.90 -0.2944
C -2.98 0.32 0.69 -0.2710
C 0.65 -2.01 -2.78 -0.2757
B 0.48 0.37 -0.32 1.5128
H 1.25 -1.13 -2.58 0.1659
H 4.48 1.17 -0.43 0.1609
H 1.02 -2.93 -2.32 0.1541
H -2.14 -0.34 0.47 0.1354
H -1.34 1.10 -3.75 0.1902
H 0.07 -1.56 1.51 0.1887
H 3.08 0.35 -1.15 0.1210
H 0.30 -3.26 1.06 0.1745
H -1.48 3.31 -1.31 0.1483
H -0.22 2.44 -0.62 0.1517
H -0.54 -1.15 -1.58 0.4602
H -1.71 1.64 -0.55 0.2015
H 0.10 1.23 -2.96 0.1754
H 2.91 -0.41 1.60 0.1716
H -3.67 -0.07 1.44 0.1705
H -1.30 -0.40 2.36 0.1826
H -1.14 0.07 -1.05 0.4647
H -2.97 0.25 -1.34 0.4916
H -1.04 2.72 1.42 0.4845
H -2.32 -2.62 0.83 0.4787
H 1.80 -1.72 1.01 0.1689
H 3.34 -1.87 3.41 0.4557
H -1.21 2.26 -2.45 0.1946
H 3.51 -0.15 0.41 0.1419
H 0.44 -0.24 2.41 0.1585
H 1.33 -0.74 2.31 0.1362
H -0.22 -2.11 -0.15 0.1811
H -0.49 0.60 3.66 0.1787
H 1.82 1.48 -0.10 0.4438
H -0.54 1.09 0.83 0.4405
H -2.41 1.15 1.11 0.1909
H 0.57 -2.09 -3.87 0.1643
```

No. 4
The following is a quantum chemistry calculation of a molecular structure, C8H32ClN16O12, from the Open Molecules 2025 dataset.

Total charge: -1
LUMO level, Eh: 0.0651
Kohn-Sham gap, eV: 7.42
Energy relative to the best compared isomer or geometry (same formula, charge and spin), kcal/mol: 518.49

```
69
Properties=species:S:1:pos:R:3:nbo_charge:R:1
Cl -6.19 -5.07 -4.77 2.5354
O -9.91 -5.75 -7.44 -0.6491
O -5.36 -3.92 -4.89 -0.7894
O -2.12 -6.77 -6.37 -0.7542
O -7.41 -4.36 -4.46 -0.8607
O -5.72 -5.99 -3.77 -0.8049
O -9.32 -6.67 -1.99 -0.6423
O -10.04 -8.07 -4.70 -0.7135
O -7.10 -9.37 -2.91 -0.7164
O -6.64 -0.69 -3.20 -0.6746
O -7.33 -7.06 -9.74 -0.7113
O -6.03 -6.57 -1.21 -0.6428
O -6.50 -5.86 -5.96 -0.8074
N -5.02 -9.32 -3.91 -0.8718
N -7.74 -5.14 -2.16 -0.9083
N -4.15 -5.91 -6.69 -0.7951
N -3.27 -5.88 -4.69 -0.8485
N -5.71 -7.73 -2.54 -0.7903
N -6.82 -8.77 -8.46 -0.7986
N -8.67 -4.31 -6.35 -0.8061
N -7.60 -2.72 -2.77 -0.8597
N -4.53 -5.54 0.03 -0.8309
N -8.23 -5.92 -0.24 -0.8493
N -7.37 -1.28 -1.19 -0.8572
N -8.88 -6.16 -4.53 -0.8954
N -7.73 -7.90 -4.49 -0.9079
N -4.98 -4.75 -1.90 -0.8762
N -6.91 -6.84 -7.61 -0.8247
N -10.52 -4.87 -5.47 -0.8279
C -5.97 -8.86 -3.07 0.7511
C -9.70 -5.05 -6.46 0.7609
C -8.98 -7.43 -4.56 0.8014
C -5.22 -5.71 -1.06 0.7234
C -3.17 -6.18 -5.95 0.7440
C -7.17 -1.51 -2.49 0.7606
C -8.51 -5.91 -1.54 0.7552
C -7.10 -7.58 -8.65 0.7408
H -2.54 -6.25 -4.10 0.4046
H -8.59 -3.73 -5.52 0.3890
H -7.66 -5.42 -3.12 0.4456
H -7.23 -0.32 -0.89 0.3962
H -8.61 -6.77 0.15 0.4019
H -4.18 -6.19 -7.66 0.4224
H -6.69 -5.86 -7.72 0.3839
H -3.73 -4.94 0.12 0.3892
H -7.36 -9.29 -9.14 0.3971
H -7.56 -3.05 -3.72 0.4180
H -7.94 -5.78 -4.63 0.3489
H -5.39 -9.97 -4.58 0.4121
H -4.95 -5.49 -6.24 0.3618
H -6.53 -9.14 -7.57 0.3963
H -7.64 -3.38 -2.00 0.3828
H -7.04 -4.58 -1.69 0.3845
H -7.02 -7.17 -6.66 0.4269
H -7.76 -8.90 -4.43 0.4252
H -7.99 -1.90 -0.69 0.3797
H -4.64 -6.26 0.73 0.4002
H -11.46 -5.22 -5.63 0.4255
H -10.39 -4.07 -4.87 0.3886
H -4.13 -8.85 -3.83 0.3925
H -4.04 -5.30 -4.38 0.3817
H -6.49 -7.16 -2.24 0.4680
H -7.09 -7.35 -3.93 0.3891
H -7.34 -5.59 0.11 0.3684
H -7.89 -4.72 -6.83 0.4082
H -4.81 -7.29 -2.62 0.3569
H -4.42 -3.96 -1.63 0.4017
H -9.71 -5.64 -4.76 0.3889
H -5.39 -4.91 -2.82 0.4061
```

No. 5
The following is a quantum chemistry calculation of a molecular structure, C8H32CsO16P, from the Open Molecules 2025 dataset.

Total charge: -2
LUMO level, Eh: 0.0997
Kohn-Sham gap, eV: 1.96
Energy relative to the best compared isomer or geometry (same formula, charge and spin), kcal/mol: 214.33

```
58
Properties=species:S:1:pos:R:3:lowdin_charge:R:1
Cs 3.35 -0.59 -2.65 0.4569
P -0.54 0.23 0.34 -0.1759
O 3.56 4.00 0.31 -0.0362
O 0.83 0.79 0.96 -0.5256
O -4.89 2.76 3.17 -0.0630
O -0.19 -1.26 0.08 -0.5212
O -2.89 3.86 -3.85 -0.0579
O 4.04 3.36 3.07 -0.0517
O 0.03 3.30 -4.58 -0.0543
O 2.70 -2.40 3.63 -0.0752
O -1.74 0.37 1.32 -0.5404
O -0.48 2.18 4.76 -0.0734
O 0.34 -4.38 3.38 -0.0707
O -0.74 0.98 -1.00 -0.5208
O -3.36 -2.54 4.01 -0.0717
O -1.35 -2.58 -4.43 -0.0465
O -3.16 -3.78 -2.67 -0.0442
O 2.34 -5.03 -0.45 -0.0657
C -1.01 3.56 -5.47 -0.2589
C 1.67 -2.82 4.50 -0.2428
C 4.33 4.75 1.17 -0.3030
C -2.40 -3.35 -4.92 -0.2766
C 1.36 -4.31 4.31 -0.2660
C 5.03 3.84 2.17 -0.2418
C -2.93 -4.35 -3.94 -0.2820
C -2.08 4.51 -4.79 -0.2518
H 2.14 -2.68 5.48 0.1039
H -0.44 2.91 -3.85 0.0804
H -2.84 -3.26 3.65 0.0190
H 2.24 -4.72 3.81 0.1096
H 3.33 2.86 2.65 0.0842
H -1.05 1.68 4.18 0.0227
H 5.59 3.06 1.66 0.1140
H 1.07 -4.84 5.22 0.1119
H -4.22 2.15 2.86 0.0317
H -0.70 4.06 -6.38 0.1050
H 2.02 -4.18 -0.15 0.0281
H -1.62 5.32 -4.24 0.1107
H -3.83 -4.84 -4.32 0.1144
H 5.08 5.29 0.58 0.1052
H -3.21 -1.81 3.41 0.0284
H -2.64 5.01 -5.58 0.1017
H -2.37 -3.35 -2.33 0.0864
H 3.08 3.32 0.80 0.0830
H -2.35 3.27 -3.31 0.0858
H -1.49 2.62 -5.71 0.1158
H -3.31 -2.77 -5.04 0.1166
H 0.54 -3.69 2.74 0.0842
H 2.30 -1.85 2.96 0.0849
H 5.80 4.49 2.58 0.1070
H 3.87 5.64 1.60 0.1144
H 0.81 -2.17 4.39 0.1361
H -2.27 -5.21 -3.79 0.1076
H -1.63 -2.18 -3.60 0.0879
H -5.64 2.21 3.36 0.0154
H 0.40 1.87 4.56 0.0178
H -2.08 -3.82 -5.85 0.1194
H 1.57 -5.49 -0.77 0.0269
```

No. 6
The following is a quantum chemistry calculation of 9 unconnected molecules or ions with the total composition C8H32F2NO12S2, from the Open Molecules 2025 dataset.

<S²>: 0.754
Total charge: 0
LUMO level (alpha / beta), Eh: -0.0340 / -0.2578
Kohn-Sham gap (alpha / beta), eV: 8.78 / 2.68
2S+1: 2

```
57
Properties=species:S:1:pos:R:3:nbo_charge:R:1
S -0.20 0.57 0.34 2.3439
S 0.96 -1.40 0.83 2.3826
F 0.90 -2.91 1.50 -0.4939
F -1.51 1.39 1.03 -0.5257
O -0.33 -4.74 -3.67 -0.7641
O 3.27 2.28 2.04 -0.7297
O 1.44 -1.62 -0.56 -0.8367
O -4.60 2.52 -1.68 -0.7143
O -0.07 3.31 4.80 -0.7369
O 1.95 -0.89 1.82 -0.8721
O -1.28 3.97 -4.08 -0.7138
O 0.84 1.50 0.78 -0.8143
O 3.81 -2.74 5.49 -0.7325
O 0.46 -2.08 -5.08 -0.7157
O -0.61 0.60 -1.05 -0.8570
O -2.77 -1.72 0.55 -0.2013
N -0.44 -0.91 1.09 -1.1216
C 4.39 -2.13 4.33 -0.2492
C -1.22 2.77 -3.42 -0.2437
C -0.13 -1.28 -4.11 -0.2514
C 0.91 -4.73 -2.95 -0.2656
C -4.27 3.17 -0.49 -0.2612
C -0.42 2.96 3.44 -0.2503
C -3.25 -1.11 -0.57 -0.3266
C 3.89 1.32 2.94 -0.2697
H 5.31 -1.60 4.57 0.1596
H -3.50 3.94 -0.48 0.2011
H 2.53 1.78 1.70 0.4819
H -3.89 2.53 0.30 0.1546
H -1.14 -1.60 -3.85 0.1399
H -2.65 -1.37 -1.43 0.3106
H 0.13 -2.95 -4.86 0.4794
H 0.83 -3.81 -2.38 0.1788
H -0.74 1.98 -4.00 0.1482
H -1.91 -1.37 0.78 0.5043
H 4.96 1.53 2.99 0.1735
H 4.56 -2.84 3.52 0.1678
H 1.20 -5.57 -2.31 0.1805
H -5.17 3.69 -0.17 0.1652
H -5.25 1.86 -1.45 0.4597
H 0.03 2.01 3.15 0.1704
H -3.28 -0.03 -0.43 0.2797
H 1.75 -4.57 -3.63 0.1938
H -1.06 -5.24 -3.28 0.4804
H -0.12 3.77 2.78 0.1736
H -0.21 -0.29 -4.56 0.1744
H 0.72 3.84 4.79 0.4715
H -4.28 -1.41 -0.77 0.2235
H 3.90 0.34 2.46 0.1762
H 3.49 1.12 3.93 0.1653
H 0.45 -1.09 -3.21 0.1740
H -2.22 2.44 -3.14 0.1635
H -1.50 2.96 3.24 0.1704
H -0.52 2.89 -2.59 0.1832
H 3.67 -1.36 4.06 0.1906
H -2.00 3.94 -4.72 0.4623
H 4.16 -3.62 5.65 0.4633
```

No. 7
The following is a quantum chemistry calculation of 8 unconnected molecules or ions with the total composition C8H32N12O8, from the Open Molecules 2025 dataset.

Total charge: 0
LUMO level, Eh: 0.0180
Kohn-Sham gap, eV: 9.71
SMILES: NC(N)=O.NC(N)=O.NC(N)=O.NC(N)=O.NC(N)=O.NC(N)=O.CO.CO
Energy relative to the best compared isomer or geometry (same formula, charge and spin), kcal/mol: 0.00

```
60
Properties=species:S:1:pos:R:3:nbo_charge:R:1
O 7.64 10.92 6.27 -0.7716
O 8.39 14.13 8.14 -0.7270
O 11.30 7.43 10.08 -0.7857
O 8.61 7.29 10.36 -0.7415
O 10.41 9.62 12.07 -0.7725
O 5.98 9.63 10.68 -0.7647
O 8.90 12.31 12.65 -0.7030
O 7.75 7.46 6.14 -0.6779
N 6.51 6.84 9.64 -0.8390
N 9.47 6.60 4.97 -0.8253
N 9.58 8.76 5.66 -0.8735
N 6.72 9.61 7.81 -0.8666
N 9.61 13.18 6.49 -0.8312
N 8.86 14.17 11.27 -0.8639
N 10.11 15.22 7.20 -0.8206
N 9.92 12.09 10.62 -0.8624
N 6.32 11.38 12.08 -0.8305
N 8.29 5.56 8.85 -0.8217
N 7.59 9.55 12.39 -0.8522
N 6.25 11.85 7.84 -0.8260
C 11.24 8.21 8.94 -0.2531
C 9.23 12.82 11.61 0.8128
C 6.93 10.81 7.28 0.7871
C 8.80 7.62 5.53 0.7848
C 6.56 10.12 11.67 0.8032
C 7.84 6.59 9.62 0.7942
C 11.01 9.98 13.38 -0.2646
C 9.27 14.18 7.28 0.7702
H 9.85 12.34 9.70 0.3960
H 9.29 5.53 8.78 0.4070
H 10.78 8.78 11.82 0.4973
H 10.84 15.28 6.47 0.3891
H 6.35 9.57 8.80 0.4308
H 10.14 13.29 5.62 0.3789
H 5.93 6.41 8.91 0.3930
H 12.00 7.95 8.18 0.1537
H 10.33 11.26 10.98 0.4275
H 10.11 10.08 14.12 0.1792
H 8.73 14.36 10.32 0.4049
H 9.04 9.60 6.00 0.4466
H 8.33 10.18 12.63 0.4241
H 11.47 9.25 9.25 0.1554
H 11.49 10.95 13.31 0.1865
H 10.23 6.82 4.35 0.3745
H 9.91 16.01 7.73 0.4013
H 9.00 12.43 6.34 0.4332
H 11.67 9.18 13.75 0.1832
H 10.37 8.94 5.07 0.3785
H 5.53 11.77 11.63 0.3949
H 7.76 5.21 8.10 0.3974
H 6.59 12.76 7.70 0.4111
H 7.89 8.64 12.12 0.4149
H 10.29 7.28 10.20 0.5068
H 6.11 7.58 10.26 0.4546
H 10.29 8.15 8.37 0.1741
H 8.97 5.81 4.51 0.3969
H 7.24 8.78 7.37 0.4405
H 5.74 11.71 8.66 0.3860
H 8.03 14.45 11.87 0.3828
H 6.85 11.78 12.81 0.4217
```

No. 8
The following is a quantum chemistry calculation of 8 unconnected molecules or ions with the total composition C8H32N16O8, from the Open Molecules 2025 dataset.

Total charge: 0
LUMO level, Eh: -0.0026
Kohn-Sham gap, eV: 9.38
SMILES: NC(N)=O.NC(N)=O.NC(N)=O.NC(N)=O.NC(N)=O.NC(N)=O.NC(N)=O.NC(N)=O
Energy relative to the best compared isomer or geometry (same formula, charge and spin), kcal/mol: 203.28

```
64
Properties=species:S:1:pos:R:3:nbo_charge:R:1
O -29.32 10.12 -13.55 -0.6813
O -31.06 3.65 -13.03 -0.6772
O -35.79 11.14 -10.93 -0.6738
O -23.68 11.46 -17.63 -0.6993
O -20.22 16.37 -12.51 -0.6370
O -26.03 7.37 -21.99 -0.6705
O -21.00 8.87 -11.23 -0.6869
O -23.08 4.64 -15.30 -0.6795
N -33.66 10.59 -10.65 -0.8196
N -20.88 16.52 -14.56 -0.8387
N -27.40 11.33 -13.54 -0.8586
N -21.88 4.44 -17.28 -0.8243
N -22.68 2.77 -16.33 -0.7938
N -26.48 6.36 -19.99 -0.8464
N -19.21 8.30 -9.93 -0.8455
N -27.31 9.18 -13.87 -0.8328
N -21.99 10.42 -16.92 -0.7915
N -27.96 6.70 -21.49 -0.8034
N -21.39 14.79 -13.54 -0.8115
N -34.13 12.06 -12.13 -0.8312
N -31.40 5.75 -12.72 -0.8201
N -29.51 4.87 -12.01 -0.8092
N -20.54 6.81 -10.57 -0.8254
N -22.49 10.43 -19.13 -0.8384
C -20.28 8.02 -10.66 0.7387
C -30.65 4.69 -12.57 0.7385
C -22.54 4.01 -16.21 0.7380
C -26.77 6.96 -21.13 0.7415
C -22.73 10.74 -17.89 0.7290
C -28.11 10.22 -13.69 0.7627
C -34.61 11.27 -11.23 0.7431
C -20.80 15.92 -13.40 0.7428
H -32.31 5.74 -13.16 0.4157
H -19.70 6.27 -10.75 0.4016
H -21.20 16.06 -15.41 0.3757
H -33.23 11.86 -12.56 0.3876
H -27.14 6.20 -19.24 0.3992
H -23.23 10.31 -19.81 0.4309
H -27.82 8.33 -13.72 0.4025
H -26.31 9.26 -13.77 0.3992
H -26.56 11.55 -14.06 0.4059
H -27.95 12.04 -13.08 0.4022
H -18.75 9.19 -10.06 0.4063
H -28.42 6.12 -20.80 0.3618
H -21.08 13.99 -13.01 0.3977
H -22.20 10.69 -15.97 0.4227
H -23.10 2.16 -15.64 0.4117
H -21.50 5.37 -17.38 0.4136
H -22.43 2.33 -17.20 0.3631
H -28.46 6.93 -22.34 0.4133
H -28.83 4.24 -11.62 0.4188
H -21.05 10.17 -17.21 0.3711
H -20.35 17.37 -14.61 0.3993
H -21.47 6.64 -10.91 0.4148
H -32.75 10.81 -11.02 0.3740
H -33.78 9.97 -9.86 0.4121
H -19.03 7.65 -9.18 0.3965
H -21.51 10.35 -19.36 0.3759
H -21.64 3.63 -17.83 0.3712
H -25.49 6.50 -19.82 0.4044
H -29.47 5.81 -11.65 0.3654
H -34.79 12.65 -12.61 0.4079
H -31.20 6.59 -12.19 0.3680
H -21.73 14.58 -14.47 0.3717
```

Q: Which formula does entry 1 have?
A: C8H30CuN2O10S

Q: Look up the total charge of the seventh one.
A: 0

Q: What is the formula in the seventh record?
A: C8H32N12O8

Q: Which value of total charge does entry 5 give?
A: -2